Record 1
Here is a structure of composition C8H24BrMnNO7 at a distorted geometry from the Open Molecules 2025 dataset. Energies are from ωB97M-V/def2-TZVPD.

```
42
Properties=species:S:1:pos:R:3:forces:R:3
Mn -0.123 0.166 -0.286 0.25 0.67 -1.13
Br -1.249 -1.153 -2.242 0.21 0.01 0.32
N 1.367 2.176 2.115 -0.19 0.95 0.03
O 1.063 1.425 1.160 -1.49 -2.28 -1.17
O 0.728 2.159 3.173 0.27 -0.22 -0.18
O 2.277 2.939 1.855 0.93 1.11 1.01
C 0.979 -3.697 1.097 -0.05 -1.25 0.81
C 1.651 -2.604 0.324 1.31 -3.26 -0.90
O 0.951 -1.459 0.417 -0.74 1.80 1.02
H -0.106 -3.793 1.056 -0.06 0.34 -0.79
H 1.158 -3.628 2.170 0.40 0.08 0.18
H 1.407 -4.637 0.748 -0.09 -0.19 0.27
H 1.726 -2.963 -0.702 -0.06 0.56 -0.24
H 2.661 -2.513 0.724 0.26 0.27 -0.12
H 0.704 -1.489 1.344 -0.24 0.79 0.29
C 2.737 0.213 -3.318 1.76 0.46 -1.09
C 2.785 0.143 -1.779 1.30 -0.48 -3.79
O 1.677 0.857 -1.448 -2.48 0.79 2.25
H 2.716 1.244 -3.670 -0.21 0.60 0.64
H 1.932 -0.199 -3.926 -0.03 -0.83 0.75
H 3.727 -0.023 -3.709 -0.01 -0.90 -0.33
H 3.738 0.612 -1.534 -0.14 0.05 0.70
H 2.801 -0.903 -1.472 -0.47 0.27 0.49
H 1.844 1.802 -1.399 0.22 0.02 0.27
C -2.974 -2.331 1.188 0.90 0.08 -0.03
C -2.824 -0.796 1.123 -1.48 -0.82 0.83
O -1.464 -0.366 1.270 -0.47 -0.06 -0.40
H -3.979 -2.748 1.112 -0.16 0.57 0.08
H -2.554 -2.650 2.142 -0.16 -0.09 0.29
H -2.384 -2.871 0.447 0.06 0.42 -0.37
H -3.376 -0.373 1.962 0.02 -0.03 0.32
H -3.340 -0.331 0.283 0.93 -0.16 -0.54
H -1.133 -0.613 2.136 -0.16 0.25 0.31
C -1.394 3.880 0.159 0.12 0.50 1.10
C -2.104 2.635 -0.245 -1.38 1.54 -0.24
O -1.227 1.854 -1.029 -0.18 -0.29 0.22
H -1.205 4.543 -0.686 0.27 -0.10 -0.02
H -0.486 3.593 0.688 0.24 0.25 -0.21
H -1.984 4.443 0.882 -0.13 0.10 -0.04
H -2.930 2.922 -0.895 -0.30 -0.11 -0.09
H -2.605 2.175 0.607 0.79 -0.83 -0.06
H -1.189 2.360 -1.843 0.45 -0.58 -0.45
```
Positions in Å, forces in eV/Å.

Output
relative energy (zero: lowest compared OMol25 entry of this formula, charge and spin) = 229.7 kJ/mol
electronic energy = -4625.5457 Eh
orbital gap (spin up / spin down) = 8.7 / 8.9 eV
multiplicity = 6

=====

Record 2
Here is a structure of composition C8H10BrCoN2 at a distorted geometry from the Open Molecules 2025 dataset. Energies are from ωB97M-V/def2-TZVPD.

```
22
Properties=species:S:1:pos:R:3:forces:R:3
Co -12.644 -17.445 -28.721 -0.18 -0.68 -0.52
Br -13.237 -19.381 -30.076 0.06 0.46 0.63
N -14.866 -22.007 -28.324 0.17 -0.29 -0.76
C -16.202 -21.992 -28.252 -0.67 0.19 0.44
C -16.636 -23.163 -27.547 0.37 -0.28 0.08
C -15.508 -23.874 -27.230 -0.89 -0.03 -0.57
C -14.425 -23.191 -27.836 0.51 -0.27 0.70
H -14.315 -21.347 -28.874 0.18 0.27 0.02
H -16.786 -21.173 -28.642 0.05 0.00 -0.08
H -17.639 -23.497 -27.343 -0.14 0.38 -0.01
H -15.534 -24.832 -26.739 0.45 -0.02 0.03
H -13.406 -23.533 -27.934 0.09 0.26 -0.01
N -13.169 -20.504 -33.740 -0.29 0.20 0.13
C -13.420 -19.970 -34.969 0.22 -0.03 -0.29
C -13.601 -21.006 -35.844 -0.35 -0.31 -0.07
C -13.519 -22.214 -35.095 0.14 -0.11 -0.10
C -13.257 -21.871 -33.802 0.09 0.38 0.50
H -13.052 -19.953 -32.909 0.05 -0.12 0.08
H -13.427 -18.906 -35.131 0.03 0.02 0.01
H -13.837 -20.951 -36.893 0.10 0.17 -0.02
H -13.599 -23.222 -35.465 -0.08 0.02 -0.07
H -13.148 -22.436 -32.892 0.10 -0.21 -0.13
```
Positions in Å, forces in eV/Å.

Output
relative energy (zero: lowest compared OMol25 entry of this formula, charge and spin) = 45.3 kJ/mol
electronic energy = -4376.7767 Eh
orbital gap (spin up / spin down) = 5.6 / 2.7 eV
charge = +1
multiplicity = 4

=====

Record 3
Here is a cluster of 40 separate species, H80O40 in total at a distorted geometry from the Open Molecules 2025 dataset. Energies are from ωB97M-V/def2-TZVPD.

```
120
Properties=species:S:1:pos:R:3:forces:R:3
H -1.541 -4.162 4.300 -0.01 0.03 0.10
H -1.265 -4.814 2.976 0.14 0.08 -0.18
O -1.510 -3.960 3.362 -0.23 -0.54 -0.07
H 4.815 -2.053 2.564 0.01 0.01 -0.02
H 5.604 -1.482 1.396 -0.12 -0.07 -0.14
O 5.604 -1.543 2.354 0.04 0.13 0.07
H -0.907 -1.398 -0.130 0.07 -0.44 -0.07
H -1.691 -0.292 0.420 -0.19 0.00 0.37
O -1.674 -1.261 0.451 0.57 0.85 -0.23
H 0.710 -5.057 0.809 0.33 -0.33 0.11
H -0.565 -4.386 1.158 -0.18 -0.10 -0.02
O -0.019 -5.137 1.431 -0.20 0.46 -0.40
H -4.452 2.652 -2.150 0.26 -0.75 0.37
H -4.945 3.150 -3.391 -0.56 -0.12 -0.45
O -5.163 2.446 -2.766 0.37 0.83 0.04
H -1.570 -1.955 -2.648 0.16 0.03 -0.13
O -1.737 -2.708 -2.075 -0.72 -0.35 0.09
H -2.499 1.106 3.873 -0.36 -0.31 0.41
O -1.742 0.557 4.086 0.88 0.87 -0.11
H 5.415 1.385 1.805 -0.23 -0.77 0.38
H 4.304 1.565 2.903 -0.13 -0.80 0.03
O 5.061 1.966 2.480 0.48 1.22 -0.50
H -2.570 -5.681 -1.235 -0.09 -0.53 -0.31
H -2.863 -5.304 0.124 -0.02 -0.26 0.40
O -2.853 -6.109 -0.415 0.17 0.88 -0.20
H -0.763 0.147 -4.321 0.22 -0.12 0.09
H -1.093 -0.933 -5.330 0.04 -0.03 0.04
O -0.666 -0.073 -5.249 0.35 0.04 -0.45
H -1.119 -1.813 3.882 0.44 0.13 -0.76
H -1.421 -2.318 5.177 0.42 0.00 0.69
O -0.674 -1.887 4.736 -1.21 -0.33 0.08
H -4.362 3.173 2.303 -0.17 0.42 0.41
O -3.521 2.928 2.692 0.69 -0.72 -0.14
H -3.905 -3.965 1.180 -0.17 0.17 -0.13
H -2.866 -3.114 1.848 0.41 -0.14 -0.09
O -3.206 -3.331 0.967 -0.35 -0.58 0.27
H 0.060 0.158 3.559 0.71 0.40 -0.38
H -0.618 -0.055 2.323 0.17 0.09 -0.73
O 0.298 0.060 2.612 -0.06 -0.18 0.80
H 3.303 1.380 4.739 -0.23 0.15 -0.05
H 2.420 0.943 3.526 -0.52 0.39 -0.08
O 2.913 0.627 4.284 0.70 -0.36 0.06
H -5.398 2.371 0.742 -0.09 -0.11 0.04
H -5.810 2.745 -0.634 -0.30 0.17 -0.31
O -5.874 3.067 0.274 0.38 -0.27 0.16
H -1.521 2.605 -4.113 0.23 0.74 0.27
H -1.673 2.812 -2.504 0.01 0.28 -0.97
O -1.725 2.204 -3.263 0.07 -0.93 0.42
H -0.878 4.257 -1.526 0.06 -0.06 0.21
H -2.330 4.400 -0.935 0.32 -0.01 0.21
O -1.798 4.436 -1.736 -0.47 0.22 -0.16
H 0.277 -0.810 5.655 1.02 0.06 -0.23
O 0.866 -0.238 6.172 -0.64 0.62 1.22
H 3.238 -2.266 -1.294 -0.27 0.09 0.25
H 2.296 -3.402 -1.797 -0.19 -0.14 -0.10
O 3.158 -2.984 -1.930 0.30 0.84 0.76
H 3.334 4.242 -2.939 -0.17 -0.06 -0.19
O 3.233 4.604 -3.825 0.24 0.35 0.10
H 1.003 -1.666 -1.695 -0.17 -0.31 0.02
H 0.741 -0.237 -1.969 -0.09 0.20 0.11
O 0.322 -1.099 -2.077 0.33 0.82 -0.30
H -1.315 2.762 1.714 0.01 0.06 -0.21
H -0.508 2.381 0.430 0.22 0.13 0.08
O -1.259 2.135 0.974 -0.64 -0.56 -0.50
H 6.560 2.314 0.037 0.24 -0.23 -0.31
H 5.498 3.223 -0.492 -0.11 -0.32 -0.54
O 5.848 2.320 -0.619 0.64 0.80 0.61
H 0.223 1.923 -4.725 0.21 -0.18 0.04
H -0.232 2.120 -6.151 0.09 -0.12 0.02
O 0.083 2.606 -5.382 -0.06 0.55 -0.17
H -3.594 -1.544 2.181 -0.52 -0.35 0.12
H -3.446 -0.280 2.821 -0.11 0.47 0.33
O -3.543 -1.196 3.082 0.73 -0.56 -0.11
H 0.732 -2.970 2.628 -0.14 -0.31 -0.51
H 1.966 -2.362 3.088 0.42 0.22 -0.22
O 1.607 -2.741 2.273 -0.27 -0.13 0.99
H 1.311 -2.755 -5.238 0.03 -0.10 -0.09
H 1.053 -1.653 -4.212 -0.13 0.01 0.18
O 0.752 -2.525 -4.491 0.04 0.09 -0.57
H 1.937 -0.091 0.740 0.06 0.09 -0.07
H 1.650 -1.543 1.013 -0.14 -0.20 0.15
O 1.782 -0.918 0.280 0.07 -0.04 -0.21
H -5.288 0.003 0.652 -0.34 0.30 0.03
H -6.188 -0.398 1.914 -0.22 0.24 -0.24
O -5.389 -0.572 1.417 0.08 -0.34 -0.08
H -3.442 0.513 -4.422 0.12 0.22 0.09
H -2.149 0.349 -3.598 -0.82 0.73 0.24
O -3.026 -0.013 -3.737 -0.39 -1.40 0.19
H 3.739 4.355 0.927 0.27 -0.30 0.46
O 3.722 3.562 0.387 -0.50 0.14 -1.10
H -3.750 -0.471 -0.555 0.99 0.04 -0.07
H -3.045 1.007 -0.401 0.41 -0.62 0.07
O -3.840 0.483 -0.518 -1.38 0.95 -0.05
H 1.774 -0.145 5.887 -0.22 -0.47 -0.77
H -2.363 -2.350 -1.436 -0.07 -0.21 0.17
H 2.444 4.195 -4.191 -0.11 -0.15 -0.05
H -1.878 -0.227 4.620 -0.92 0.33 0.17
H -3.396 3.296 3.570 -0.48 0.37 -0.09
H 4.306 2.868 0.717 -0.03 0.40 1.08
O -0.592 4.145 2.748 0.27 0.53 0.02
H -0.652 5.101 2.846 -0.29 -0.03 0.08
H 0.318 4.012 2.449 0.12 -0.50 0.05
O 3.657 -4.325 -3.947 0.29 0.17 -0.76
H 3.960 -3.520 -3.492 -0.18 -0.64 -0.10
H 2.703 -4.241 -3.856 -0.06 -0.20 0.07
O 1.519 2.497 1.712 0.33 0.86 0.50
H 1.021 1.676 1.763 -0.21 -0.66 -0.03
H 2.241 2.507 1.073 -0.25 -0.17 -0.10
O 3.276 2.124 -2.377 -1.07 0.49 -0.62
H 3.260 1.909 -1.443 0.69 -0.28 -0.01
H 4.152 2.330 -2.711 0.23 -0.27 0.42
O 0.630 -4.060 -2.406 -0.61 -0.38 -0.12
H 0.167 -3.614 -3.148 0.86 0.03 0.33
H -0.126 -4.434 -1.941 0.17 -0.03 0.30
O 0.854 3.143 -1.395 -0.48 0.21 0.23
H 1.668 3.187 -1.918 0.08 -0.13 -0.08
H 0.843 3.934 -0.845 0.50 -0.06 0.11
O 4.334 0.072 -0.654 1.27 0.57 0.38
H 4.912 0.865 -0.540 -0.79 -0.16 0.01
H 5.019 -0.466 -1.064 -0.34 -0.71 -0.36
```
Positions in Å, forces in eV/Å.

Output
relative energy (zero: lowest compared OMol25 entry of this formula, charge and spin) = 575.3 kJ/mol
electronic energy = -3057.5382 Eh
orbital gap = 9.3 eV

=====

Record 4
Here is a structure of composition C5H11N3O at a distorted geometry from the Open Molecules 2025 dataset. Energies are from ωB97M-V/def2-TZVPD.

```
20
Properties=species:S:1:pos:R:3:forces:R:3
C -1.864 -0.528 -0.357 -0.10 -0.03 0.31
C 0.597 1.390 0.308 -0.79 -0.96 0.84
C 0.389 0.588 -0.761 0.78 -0.93 0.29
C -0.355 -0.703 -0.421 -0.13 0.01 -2.19
N -0.666 -0.460 2.394 0.25 0.48 -0.44
N 1.648 2.055 0.756 0.20 -0.18 -0.02
N 0.858 0.688 -2.011 -0.76 0.07 0.53
C 0.136 -1.849 -1.046 -0.17 0.53 0.76
O 0.197 -0.300 1.266 0.28 0.73 0.19
H -0.062 -0.835 3.122 -0.01 0.08 0.04
H -0.913 0.490 2.673 -0.09 -0.16 0.09
H 2.576 1.687 0.559 -0.10 0.03 0.36
H 1.559 2.636 1.578 0.07 0.10 -0.37
H 0.570 -0.131 -2.570 0.44 0.66 -0.08
H 1.396 1.498 -2.284 -0.12 -0.44 -0.36
H -2.280 -1.223 0.372 0.00 -0.01 -0.04
H -2.164 0.477 -0.056 0.17 -0.01 0.08
H -2.313 -0.721 -1.333 0.13 -0.07 0.05
H 1.203 -2.047 -1.035 -0.01 0.12 -0.23
H -0.511 -2.711 -1.154 -0.01 -0.01 0.18
```
Positions in Å, forces in eV/Å.

Output
relative energy (zero: lowest compared OMol25 entry of this formula, charge and spin) = 652.3 kJ/mol
electronic energy = -436.3986 Eh
orbital gap = 7.4 eV